No. 1
2 unconnected molecules or ions with the total composition C5H15N3. Source: the Open Molecules 2025 dataset; level of theory: ωB97M-V/def2-TZVPD.

Values from the calculation:
LUMO level in eV: 0.9
Structure (SMILES): C=C(C)N.CN(C)N
HOMO energy in eV: -7.41
Total energy in a.u.: -363.6928
Relative energy (zero: lowest compared OMol25 entry of this formula, charge and spin) in kJ/mol: 247.5

Each line ends with the Löwdin charge.
Geometry (Å):
1 N 1.64834 -0.20960 1.02997  0.007
2 N -2.14947 0.42779 0.22358  0.095
3 N 1.07239 0.54766 -0.05982  -0.371
4 C 1.98957 0.57580 -1.18501  -0.120
5 C -1.48406 -0.78459 0.22819  -0.488
6 C -1.23547 -1.37490 -1.12705  -0.051
7 C 0.75040 1.88416 0.40077  -0.125
8 C -1.08804 -1.36664 1.38551  -0.047
9 H 1.51762 1.10923 -2.00738  0.078
10 H -0.65824 -0.67497 -1.72770  0.065
11 H 1.64552 2.45696 0.68459  0.077
12 H -2.54661 0.74356 -0.64572  0.093
13 H 2.94508 1.05268 -0.93098  0.077
14 H -2.52796 0.73513 1.10554  0.096
15 H -1.51510 -1.05095 2.32597  0.054
16 H -2.17672 -1.55302 -1.65082  0.080
17 H 2.19432 -0.44792 -1.50055  0.074
18 H -0.71610 -2.37743 1.36895  0.053
19 H 0.22870 2.41042 -0.39872  0.077
20 H -0.67067 -2.29993 -1.05175  0.078
21 H 1.92580 -1.11071 0.64707  0.057
22 H 0.10641 1.81708 1.27714  0.067
23 H 0.74432 -0.50980 1.60820  0.076


No. 2
A molecular structure, C32H60FI2N3O5PS3. Source: the Open Molecules 2025 dataset; level of theory: ωB97M-V/def2-TZVPD.

Values from the calculation:
LUMO level in eV: -3.6
Net charge: +1
HOMO energy in eV: -11.20
Total energy in a.u.: -4026.4896

Each line ends with the Löwdin charge.
Geometry (Å):
1 I -1.97516 3.26572 1.17745  1.190
2 I 0.27268 3.87666 -3.28464  1.022
3 S -0.50247 -2.47994 -0.84310  1.002
4 S 1.39048 0.32310 -4.04796  0.352
5 S -2.01101 0.44460 -1.81280  0.595
6 P 0.54706 -1.03684 -3.03305  0.399
7 F -3.03838 1.26781 -1.02937  -0.119
8 O 3.16348 0.71435 -1.48923  -0.056
9 O 0.85601 2.57274 3.80333  -0.021
10 O -1.61963 1.13511 -2.98374  -0.283
11 O -6.35327 0.30461 0.76194  -0.182
12 O -2.61479 -0.82896 -2.03178  -0.295
13 N -4.09023 5.04877 -2.99543  0.185
14 N 0.30047 -0.86017 -1.15708  -0.455
15 N 6.82208 -3.33079 3.19379  0.150
16 C 4.91085 -6.49535 4.22174  -0.107
17 C 7.00871 -5.91668 2.89476  -0.189
18 C 3.88959 2.82170 0.36936  -0.048
19 C -6.80450 2.87652 -3.28987  -0.260
20 C -1.08673 -0.09582 0.76805  -0.192
21 C 4.91276 -2.11816 0.30740  -0.061
22 C -3.48447 0.15141 1.81517  -0.234
23 C -6.04730 3.54824 -2.13862  -0.183
24 C 2.41882 0.38006 -0.33371  -0.271
25 C -0.54385 2.99787 -0.44428  -0.634
26 C 4.14320 -3.22452 -1.84375  -0.061
27 C 4.03499 -3.21370 -0.30054  -0.393
28 C 1.68170 -0.96712 -0.54323  -0.259
29 C 6.90333 -4.46802 3.06028  -0.231
30 C -0.58474 0.28131 -0.65706  -0.351
31 C 2.45995 2.80931 -0.20478  -0.175
32 C 1.57970 1.59228 0.17239  -0.294
33 C 1.54514 1.45254 1.70280  -0.066
34 C 2.13140 3.14991 3.52892  -0.071
35 C 2.57200 -3.28064 0.18957  -0.174
36 C -4.69735 -0.72880 2.16237  -0.164
37 C 1.18837 2.73869 2.46415  -0.364
38 C -5.64018 -0.89742 0.99392  -0.244
39 C -2.48186 -0.71114 1.01810  -0.220
40 C -4.95151 4.38901 -2.61833  -0.200
41 C -1.15397 3.68325 -1.70115  -0.804
42 C 1.93253 -1.94777 0.62699  -0.178
43 C 5.63759 -6.60048 2.88551  -0.263
44 C -7.20777 0.20760 -0.35632  -0.102
45 C -7.54235 3.87277 -4.17680  -0.100
46 C 0.20844 1.65907 -0.60159  -0.226
47 C -1.55525 5.14214 -1.33825  -0.271
48 H -3.01755 -1.11366 0.16644  0.068
49 H 3.78281 0.00907 -1.69496  0.085
50 H 2.17612 4.21451 3.70696  0.121
51 H 5.93046 -2.49974 0.37867  0.079
52 H -6.84872 4.54838 -4.67930  0.076
53 H -5.13032 -1.18193 0.06257  0.114
54 H -7.52611 2.17726 -2.86338  0.095
55 H 5.01493 -6.17373 2.09546  0.097
56 H 1.95427 -3.78157 -0.55556  0.078
57 H 5.10827 -3.62664 -2.14228  0.087
58 H -0.91574 5.58352 -0.57440  0.070
59 H -8.15550 -0.25949 -0.07864  0.096
60 H 1.27459 -2.23715 -3.06644  0.003
61 H -3.88876 0.96058 1.21306  0.047
62 H 4.18844 1.95103 0.94925  0.074
63 H 2.62915 -1.53160 1.34952  0.107
64 H 1.07323 -2.21711 1.24392  0.093
65 H -4.38601 -1.73242 2.46349  0.117
66 H -7.37681 1.20880 -0.74818  0.066
67 H -6.11273 2.28859 -3.89646  0.113
68 H 2.95942 2.46871 3.65745  0.118
69 H -2.34022 -1.57437 1.67352  0.115
70 H 7.62906 -6.32678 3.69307  0.124
71 H -5.24335 -0.29438 2.99963  0.124
72 H -3.00681 0.50762 2.72625  0.108
73 H -0.70199 -1.37708 -3.56927  -0.001
74 H 4.06706 3.69816 0.98942  0.083
75 H 5.51200 -6.91619 5.02880  0.079
76 H -6.72993 4.15240 -1.53862  0.128
77 H -5.63475 2.78501 -1.47382  0.099
78 H 3.16161 0.21616 0.44270  0.119
79 H 2.01641 3.73108 0.17394  0.104
80 H 4.97702 -1.20010 -0.28249  0.072
81 H 5.78250 -7.65372 2.64072  0.110
82 H -2.61080 5.21352 -1.11490  0.021
83 H -1.18395 -2.66812 -1.98743  -0.086
84 H -8.10962 3.34900 -4.94531  0.076
85 H -1.41920 5.75025 -2.22816  0.025
86 H -0.99591 0.76665 1.42234  0.042
87 H 2.29018 -1.41959 -1.32472  0.085
88 H -6.75310 -0.37576 -1.16513  0.090
89 H 0.71375 3.53673 1.91025  0.068
90 H 3.94402 -2.24977 -2.29225  0.061
91 H 0.95122 0.65162 2.13773  0.120
92 H -0.35691 -0.75704 1.23223  0.084
93 H 4.64953 -1.85535 1.33189  0.076
94 H 4.49937 -4.15805 -0.01139  0.120
95 H -2.09765 3.23816 -1.99354  0.034
96 H 2.55383 1.28354 2.07259  0.104
97 H 0.18988 3.73603 -0.14813  0.038
98 H 7.52696 -6.12113 1.95634  0.118
99 H 0.58952 1.71986 -1.63433  0.045
100 H 2.46101 2.96170 -1.27957  0.078
101 H 4.68389 -5.45750 4.47165  0.071
102 H 3.40415 -3.94145 -2.20848  0.077
103 H -6.35853 -1.70131 1.20355  0.130
104 H 3.96865 -7.04197 4.18613  0.072
105 H 4.59746 2.90686 -0.45352  0.084
106 H 2.53281 -3.92595 1.07006  0.121
107 H -8.24220 4.47356 -3.59362  0.080


No. 3
A molecular structure, C4H8OS. Source: the Open Molecules 2025 dataset; level of theory: ωB97M-V/def2-TZVPD.

Values from the calculation:
LUMO level (alpha / beta) in eV: -0.6 / -0.5
HOMO energy (alpha / beta) in eV: -8.55 / -8.55
Total energy in a.u.: -630.5259
Relative energy (zero: lowest compared OMol25 entry of this formula, charge and spin) in kJ/mol: 286.3

Each line ends with the Löwdin charge.
Geometry (Å):
1 S -1.47728 1.25682 1.18459  0.727
2 O -1.25980 0.94656 -1.42560  -0.093
3 C 0.72051 0.82739 -0.01705  -0.290
4 C 0.39519 -0.26741 0.88204  -0.248
5 C -0.62700 1.50456 -0.35304  -0.845
6 C -0.15099 -1.55638 0.38757  -0.094
7 H -0.76092 -1.31784 -0.57281  0.099
8 H -0.50190 2.62457 -0.68357  0.137
9 H 0.81959 -0.13750 1.87039  0.095
10 H -0.91378 0.06411 -1.54921  0.048
11 H -1.01374 -1.96997 0.95994  0.098
12 H 1.36670 1.57899 0.53586  0.130
13 H 0.70228 -2.20351 0.33376  0.081
14 H 1.30182 0.41574 -0.95352  0.155


No. 4
A single C15H19N3O2S molecule. Source: the Open Molecules 2025 dataset; level of theory: ωB97M-V/def2-TZVPD.

Values from the calculation:
LUMO level in eV: 0.4
Structure (SMILES): CN[NH2+][C@H](N=[S@](=O)([O-])c1ccc(C)cc1)c1ccccc1
HOMO energy in eV: -8.35
Total energy in a.u.: -1295.8186
Relative energy (zero: lowest compared OMol25 entry of this formula, charge and spin) in kJ/mol: 431.4

Each line ends with the Löwdin charge.
Geometry (Å):
1 S 0.46188 1.37024 2.27671  0.606
2 O 0.69542 2.01860 0.97314  -0.372
3 O 0.43475 2.19383 3.46648  -0.334
4 N -0.78320 0.35156 2.14134  -0.182
5 N -2.11119 1.45476 0.48541  0.052
6 N -2.42507 0.23133 -0.08050  -0.121
7 C 2.30982 -0.06432 3.85160  -0.039
8 C -3.18765 0.00118 2.18869  -0.233
9 C -3.98302 -2.24557 2.60808  -0.073
10 C -4.50471 0.48471 2.25882  -0.041
11 C 3.59296 -1.05498 1.56290  -0.042
12 C 2.48701 -0.23232 1.41826  -0.069
13 C -5.29478 -1.77198 2.75022  -0.091
14 C -2.05321 0.98113 2.09410  -0.276
15 C 3.42017 -0.89623 3.97521  -0.043
16 C 1.86890 0.28045 2.55573  -0.268
17 C -2.92571 -1.36501 2.33155  -0.039
18 C 4.07086 -1.38500 2.83769  -0.281
19 C -2.76542 0.31050 -1.49502  -0.077
20 C -5.55297 -0.40704 2.54776  -0.083
21 C 5.28180 -2.24564 2.98078  -0.061
22 H 1.78303 0.29974 4.74575  0.120
23 H 2.08480 0.02104 0.43729  0.109
24 H 6.05777 -1.69964 3.51772  0.083
25 H -6.07918 -2.45226 3.09059  0.101
26 H 5.67851 -2.51038 2.00250  0.071
27 H 3.78912 -1.18609 4.96053  0.116
28 H -3.60921 1.00374 -1.64729  0.085
29 H -1.66057 -0.40103 0.17913  0.133
30 H 4.08646 -1.45611 0.66937  0.114
31 H -6.57491 -0.03213 2.64164  0.101
32 H -4.71393 1.53859 2.04894  0.110
33 H -3.11768 -0.69103 -1.73046  0.083
34 H -1.97458 0.57558 -2.22189  0.083
35 H -2.85114 2.14335 0.32449  0.164
36 H -1.19005 1.85230 0.19492  0.138
37 H 5.10321 -3.17051 3.53532  0.083
38 H -1.90468 -1.72667 2.19432  0.109
39 H -3.74402 -3.30823 2.73762  0.105
40 H -2.17556 1.97002 2.64826  0.161


What is the total energy in the first record?
-363.6928 a.u.